Below is a molecular structure, C39H50N8O2PTi, with properties calculated with wB97M-V/def2-TZVPD.

Output
Relative energy (zero: lowest compared OMol25 entry of this formula, charge and spin) ... 13.2 kcal/mol
Charge ... -1
Lowest unoccupied orbital energy ... 2.429 eV
Spin multiplicity ... 1

Cartesian coordinates (Å):
1 H 2.903 0.692 -4.459
2 H -2.297 3.389 3.552
3 C -4.209 1.238 1.189
4 C 0.886 -2.452 -0.821
5 H 4.039 1.427 3.042
6 C 0.778 0.884 -4.252
7 Ti -1.609 0.101 0.849
8 C 0.089 -0.373 3.518
9 H 1.205 -4.273 -3.217
10 H -1.365 -4.604 -2.231
11 H -4.956 -3.637 1.503
12 H 2.487 -5.097 -2.353
13 H 6.073 0.275 1.663
14 C 0.548 -5.132 -1.366
15 N 0.695 -0.850 4.545
16 C -6.156 2.626 1.226
17 C 0.131 3.134 1.218
18 C 5.190 0.809 1.300
19 O -3.525 -0.640 -2.070
20 H 5.711 0.067 -0.673
21 H 2.187 2.012 -0.912
22 H 1.041 -1.144 -3.565
23 N -2.073 -1.861 1.384
24 C 3.938 -0.962 0.011
25 H 2.442 -2.459 -2.356
26 H 1.860 0.670 2.259
27 H 2.621 1.510 0.951
28 H 4.471 -1.720 0.594
29 N -3.486 0.043 1.180
30 C -3.433 -2.109 1.414
31 C 0.866 4.516 3.044
32 C -2.829 0.328 -1.854
33 H -0.927 -4.812 2.520
34 H -7.233 2.735 1.217
35 C 1.733 -1.640 4.284
36 C -5.345 3.755 1.284
37 H 0.050 1.676 -4.050
38 H 0.843 -2.914 0.171
39 H 0.308 2.666 0.260
40 H 5.472 1.863 1.229
41 N -0.473 0.098 2.609
42 C -3.125 1.665 -2.539
43 H -5.793 4.741 1.314
44 N -4.240 -1.095 1.290
45 C -1.105 2.930 1.828
46 H -3.363 -5.421 2.172
47 C -5.592 1.358 1.178
48 C -0.372 4.333 3.654
49 H -0.314 -0.309 -2.827
50 H -4.195 1.841 -2.424
51 C 2.694 0.610 1.564
52 N 2.651 -2.325 4.109
53 C -3.897 -3.451 1.615
54 H -0.572 4.792 4.615
55 H 2.271 2.150 -5.195
56 H 4.271 1.057 -0.648
57 C -1.346 3.551 3.060
58 H 0.690 2.095 -1.800
59 H 2.068 4.042 1.332
60 H 3.541 2.257 -2.827
61 O -1.751 0.305 -1.096
62 C -3.381 2.368 1.258
63 C -0.443 -2.796 -1.518
64 C 0.717 -0.186 -3.151
65 H -0.194 -2.545 1.940
66 C -1.641 -4.086 2.158
67 H 0.352 -6.148 -1.716
68 C -1.233 -2.833 1.837
69 N -2.387 2.839 -2.101
70 C 1.615 -4.453 -2.218
71 H -2.960 1.505 -3.609
72 H -3.333 4.517 1.341
73 H 1.626 5.123 3.519
74 H -1.323 -4.485 -0.483
75 H -2.614 3.029 -1.130
76 P 1.058 -0.653 -0.363
77 H 2.624 -0.202 -2.143
78 C -3.020 -4.410 1.988
79 H -0.366 -2.540 -2.574
80 H -1.398 2.617 -2.097
81 C 2.583 -0.664 0.704
82 H 2.381 -1.482 1.406
83 C -3.962 3.637 1.298
84 C 1.705 1.693 -1.834
85 C 2.050 -3.122 -1.579
86 C 1.613 0.169 -1.941
87 H 3.799 -1.386 -0.982
88 H 2.188 3.323 -3.157
89 C 4.813 0.286 -0.091
90 H 0.920 -5.227 -0.340
91 C 1.111 3.909 1.823
92 H 4.139 -0.310 2.847
93 N -2.029 2.065 1.231
94 H -1.276 -2.214 -1.129
95 H -6.195 0.463 1.129
96 C 4.031 0.628 2.297
97 C 2.171 1.496 -4.327
98 C -0.742 -4.298 -1.386
99 H 0.488 0.441 -5.207
100 H 2.870 -3.310 -0.883
101 C 2.467 2.274 -3.034

=====

Below is a molecular structure, C39H51BrN2S4ScSi4Te at a distorted geometry, with properties calculated with wB97M-V/def2-TZVPD.

Output
Relative energy (zero: lowest compared OMol25 entry of this formula, charge and spin) ... 247.1 kcal/mol
Charge ... -1
Lowest unoccupied orbital energy (alpha / beta) ... 2.319 / 2.318 eV
Spin multiplicity ... 1

Cartesian coordinates (Å):
1 C -2.652 -2.840 2.421
2 H -5.663 3.237 -3.815
3 H 4.243 -2.674 3.550
4 C 5.310 1.162 -2.256
5 C -2.504 -0.318 2.920
6 C 2.357 0.506 -0.660
7 H 3.909 0.112 -3.643
8 H -1.769 3.130 -5.321
9 Te -1.253 0.682 -0.147
10 C 0.253 -2.237 3.173
11 H -0.256 2.711 -6.132
12 H 3.931 -3.199 -1.306
13 C 4.681 -1.248 -2.178
14 C 4.893 0.827 0.278
15 C -1.549 -2.530 -3.118
16 H 1.385 1.082 6.683
17 C 1.858 0.455 5.940
18 H 4.732 -1.178 2.788
19 Si -2.803 -1.168 -3.413
20 H -2.466 4.003 -1.021
21 C 4.245 0.144 -2.606
22 H -0.585 -2.283 -3.568
23 H -2.045 -0.821 -5.770
24 H 0.877 2.931 -2.018
25 H -1.713 -3.552 5.552
26 C 3.265 -1.329 5.291
27 H -1.218 0.486 5.666
28 S 4.122 1.393 1.728
29 H -4.437 -1.745 -1.626
30 H -2.637 4.533 -2.698
31 H 1.335 3.538 -3.622
32 C -1.627 -2.898 4.682
33 C 5.521 -1.482 -0.971
34 C -1.064 -0.025 3.392
35 N 2.166 -0.041 3.611
36 C 0.899 0.353 -4.186
37 H -0.197 4.013 -2.877
38 H 0.388 2.338 5.143
39 C 2.678 -0.596 6.299
40 H -5.304 1.537 -4.137
41 H -3.623 -0.064 -5.512
42 Si -3.854 2.392 -2.304
43 C -1.510 -0.182 4.865
44 C -3.168 4.080 -1.856
45 C 3.003 -1.028 3.955
46 H -2.456 -1.551 6.180
47 N 2.509 -0.555 0.053
48 H -1.562 1.523 -6.025
49 H -4.227 2.795 -4.750
50 H -1.391 -2.685 -2.048
51 C 5.032 -0.662 0.233
52 C -4.478 -1.657 -2.714
53 H 3.933 -2.146 5.527
54 H -3.279 -3.303 1.663
55 C 0.499 3.180 -3.011
56 H 5.822 1.824 -2.944
57 S 3.360 -2.630 1.449
58 Sc 1.495 0.748 1.249
59 H -3.876 -0.178 4.777
60 C 1.640 0.708 4.594
61 H 1.466 2.685 3.792
62 H -5.851 2.462 -0.822
63 H 1.243 -2.468 2.805
64 C -4.987 1.799 -0.929
65 Si -0.334 1.729 -3.843
66 H 2.864 -0.830 7.340
67 H -3.971 4.762 -1.559
68 C -0.537 -1.164 2.507
69 H -5.352 0.786 -1.116
70 H -1.897 -3.471 -3.556
71 H -3.084 0.446 2.405
72 C -2.517 -3.452 3.591
73 C -2.930 -0.527 4.384
74 C 3.313 0.978 -1.686
75 H 0.428 -3.753 4.614
76 Br 1.029 3.403 0.703
77 H 5.031 -1.835 -3.022
78 C 0.825 1.918 4.238
79 C -4.854 2.505 -3.902
80 S -2.377 -1.393 0.259
81 H 0.465 -0.411 -4.836
82 C 4.618 1.590 -0.984
83 H -5.239 -0.914 -2.969
84 H 1.217 -0.132 -3.259
85 C -2.000 -1.525 2.078
86 S -0.458 1.630 3.001
87 H -3.028 -4.394 3.765
88 H 2.858 1.757 -2.294
89 H 4.560 2.656 -0.768
90 H -4.445 1.785 0.020
91 H -3.502 -1.818 -5.707
92 H -4.794 -2.619 -3.128
93 C 3.643 -1.426 0.135
94 C 3.871 -1.817 2.988
95 Si -2.081 0.884 -2.543
96 C -1.049 2.323 -5.486
97 H 6.499 -1.940 -1.028
98 H 5.557 -0.992 1.125
99 C -0.200 -2.972 4.188
100 H 1.788 0.752 -4.683
101 C 4.154 -2.159 -1.102
102 C -2.104 -1.519 5.153
103 C -3.012 -0.939 -5.276

=====

Below is a molecular structure, C39H51GeN3OReSSi3 at a distorted geometry, with properties calculated with wB97M-V/def2-TZVPD.

Output
Charge ... +3
Lowest unoccupied orbital energy (alpha / beta) ... -9.434 / -9.489 eV
Spin multiplicity ... 3

Cartesian coordinates (Å):
1 H 4.335 0.910 -1.775
2 C -1.148 -1.910 4.728
3 C 3.427 0.339 -1.675
4 H 3.875 -1.593 -2.640
5 C -0.215 -2.611 -1.759
6 H -5.491 2.693 2.077
7 Si 3.472 -1.329 2.700
8 H 2.756 -2.812 4.540
9 C 1.844 -1.263 -1.811
10 H -4.909 4.064 -2.637
11 Ge -0.500 -0.059 1.885
12 C -5.837 4.218 0.612
13 H 3.642 4.371 -2.551
14 H -3.767 -0.945 3.110
15 C -5.676 4.604 -0.710
16 H -0.111 -2.172 4.946
17 H 5.395 -0.007 2.158
18 H -1.741 3.564 3.824
19 H 3.413 -4.083 -5.794
20 H 0.702 3.056 0.945
21 H 1.974 1.411 4.503
22 H -2.296 1.907 4.037
23 C -1.750 2.571 3.364
24 H -6.368 4.862 1.299
25 C 2.933 -2.385 1.307
26 H 0.498 0.669 5.155
27 H 1.439 -4.993 -1.348
28 H -3.235 -3.964 -1.752
29 C 1.811 -3.504 -2.861
30 H -0.781 -4.526 -2.700
31 H -2.111 3.628 -3.568
32 H -3.619 -1.717 1.525
33 H -6.084 5.543 -1.056
34 H 2.051 1.727 -0.584
35 C 4.335 0.237 2.320
36 C 3.066 -5.543 -4.261
37 C 3.715 -6.601 -4.981
38 C 1.971 3.605 -3.654
39 C -5.008 3.772 -1.597
40 C 3.190 -1.819 4.439
41 C -4.672 2.165 0.168
42 C 1.131 -2.425 -2.116
43 C 2.511 -5.804 -3.009
44 H -0.283 -3.280 1.118
45 H 3.971 0.673 1.388
46 C 0.600 3.405 -3.670
47 H 0.841 4.169 2.296
48 H 4.289 0.958 3.135
49 H -1.338 -0.906 5.113
50 C -1.070 -3.662 -2.125
51 N 1.298 -0.175 -1.121
52 H 4.148 -1.789 4.973
53 H -2.200 4.204 -1.877
54 H 2.565 3.333 -4.517
55 Si 0.008 1.991 3.094
56 H -3.996 1.862 -3.159
57 C 1.812 4.564 -1.451
58 H 0.820 2.376 5.401
59 C -2.245 -2.149 -1.001
60 H -1.781 -2.593 5.299
61 C 2.992 -4.268 -4.816
62 Si -1.536 -2.026 2.902
63 H -3.019 -1.591 -0.489
64 C 1.003 3.131 1.992
65 H -3.885 -2.694 2.962
66 C 0.438 4.362 -1.462
67 C 1.873 -4.789 -2.319
68 H -1.535 -4.270 1.848
69 H 2.280 5.043 -0.601
70 H 2.049 -1.925 0.841
71 C 2.376 -3.249 -4.112
72 S -1.959 1.876 -2.026
73 N 4.236 -7.452 -5.549
74 C 0.906 1.561 4.679
75 H -4.300 1.203 0.506
76 C -4.504 2.550 -1.160
77 C -1.654 3.570 -2.578
78 H 2.075 2.936 2.064
79 O -1.638 1.935 -0.463
80 C 2.246 0.774 -1.061
81 C -0.768 -3.523 2.066
82 C -5.339 2.998 1.051
83 H -3.917 0.596 -1.926
84 C 3.184 -0.942 -2.130
85 H 2.578 -6.798 -2.590
86 H 2.305 -2.262 -4.551
87 N -0.972 -1.666 -1.056
88 Re -0.607 0.194 -0.485
89 H 0.128 2.978 -4.548
90 C -3.365 -1.810 2.581
91 H 3.705 -2.398 0.532
92 H 2.684 -3.400 1.612
93 H 2.550 -1.081 4.937
94 C -0.170 3.789 -2.575
95 C 2.576 4.186 -2.546
96 H -2.309 2.647 2.429
97 H -0.035 -3.998 2.719
98 H -0.169 4.689 -0.626
99 C -3.767 1.662 -2.109
100 C -2.343 -3.371 -1.641

=====

Below is a molecular structure, C39H51LaN9O4SSi at a distorted geometry, with properties calculated with wB97M-V/def2-TZVPD.

Output
Relative energy (zero: lowest compared OMol25 entry of this formula, charge and spin) ... 14.3 kcal/mol
Charge ... -1
Lowest unoccupied orbital energy (alpha / beta) ... 2.184 / 2.184 eV
Spin multiplicity ... 1

Cartesian coordinates (Å):
1 O 0.100 -19.716 12.563
2 H -9.498 -18.233 5.798
3 H -5.912 -20.059 5.095
4 C -4.346 -17.460 11.916
5 H -7.544 -19.088 6.995
6 C -9.040 -17.676 6.661
7 H -4.559 -21.178 4.931
8 C -7.496 -20.047 13.520
9 H -4.394 -16.881 8.469
10 C -7.510 -17.509 8.462
11 C -1.949 -16.653 9.903
12 H -7.311 -15.648 9.436
13 C -1.551 -23.143 4.592
14 N -3.965 -22.053 7.805
15 C -1.449 -21.833 5.100
16 S -0.535 -24.322 10.894
17 H 1.186 -17.959 7.996
18 N -4.721 -18.047 10.812
19 H -9.334 -14.730 8.449
20 C -3.084 -22.405 6.773
21 C -4.684 -21.005 14.335
22 H -4.970 -20.281 15.137
23 H -7.933 -20.171 14.539
24 H -4.829 -16.593 12.292
25 N -6.034 -22.438 8.748
26 N -2.353 -17.464 8.777
27 H -1.117 -21.491 12.515
28 C -0.961 -18.911 12.982
29 H -3.186 -15.821 7.659
30 H -1.511 -18.106 6.171
31 H -8.056 -21.171 6.200
32 C -6.894 -22.905 13.491
33 H -4.352 -21.947 14.786
34 H -7.497 -23.144 12.582
35 C 0.485 -17.714 8.774
36 C -8.944 -15.664 8.074
37 H -8.079 -22.793 9.128
38 H -3.670 -16.459 14.169
39 H -0.970 -23.282 3.721
40 C -1.805 -18.599 8.484
41 C -3.435 -16.883 7.949
42 H -10.478 -16.075 6.634
43 H -2.445 -25.075 4.761
44 H -5.565 -23.051 10.717
45 C -8.006 -18.217 7.363
46 H 0.041 -16.694 8.641
47 C -5.658 -23.503 9.652
48 H -3.910 -20.458 13.809
49 H 0.311 -18.042 14.283
50 C -7.402 -21.961 9.096
51 H -7.270 -22.403 5.205
52 C -0.934 -19.499 4.646
53 C -1.846 -23.373 10.994
54 C -3.113 -23.652 6.233
55 C -0.688 -17.975 13.960
56 H -8.315 -20.137 12.794
57 H -0.760 -20.846 9.090
58 Si -6.166 -21.214 13.181
59 C -3.078 -17.791 12.651
60 C -6.318 -18.161 9.218
61 H -7.641 -22.745 6.822
62 H -4.667 -20.043 6.412
63 La -4.169 -20.571 10.015
64 H 0.700 -20.167 9.810
65 H -7.796 -21.148 8.441
66 H -7.311 -21.565 10.115
67 H -0.113 -21.141 14.018
68 C -9.574 -16.487 7.097
69 C -0.153 -21.113 12.900
70 C -7.929 -16.224 8.758
71 H -2.801 -16.360 10.447
72 H -3.955 -24.196 6.692
73 O -5.747 -21.205 11.584
74 C -5.239 -20.693 5.702
75 N -5.791 -17.431 10.192
76 C -7.329 -22.013 6.191
77 C -2.883 -17.113 13.889
78 H -6.211 -23.758 13.601
79 N -5.965 -21.605 6.564
80 N -2.525 -19.645 7.955
81 H -3.505 -17.564 7.111
82 H -6.500 -24.228 9.715
83 N -0.478 -18.771 8.796
84 C -0.945 -20.835 4.203
85 H -0.486 -21.104 3.272
86 H -1.545 -15.639 9.543
87 H 0.610 -20.406 7.995
88 H -7.555 -22.885 14.365
89 C -2.184 -21.431 6.235
90 C -1.684 -17.238 14.578
91 H 1.124 -17.803 9.654
92 H -4.784 -24.013 9.334
93 C -2.305 -24.093 5.202
94 C 0.056 -20.137 8.934
95 C -2.051 -20.102 6.725
96 O -5.921 -19.272 8.835
97 H -7.011 -19.095 13.471
98 H -1.273 -17.159 10.518
99 H -1.388 -16.660 15.481
100 H -0.691 -18.664 3.990
101 C -5.286 -22.040 7.671
102 C -2.211 -18.839 12.218
103 C -1.489 -19.145 5.833
104 N -2.782 -22.661 11.195
105 H 0.653 -21.668 12.423
106 O -2.480 -19.558 11.195

=====

For each record above, in turn, the calculated electronic energy values are -3295.70865 -7979.66086 -5177.15845 -3030.00163 Eh.